Entry from OMol25: C18H23IrN3OSi as an isolated structure (ωB97M-V with the def2-TZVPD basis set).

Calculated values
- energy above the lowest of the compared OMol25 structures with the same formula, charge and spin (kcal per mole) = 55.60

Geometry as ORCA input:
```
! RIJCOSX wB97M-V def2-TZVPD def2/J DEFGRID3
* xyz 1 1
Ir 0.340 -0.483 -0.665
C -0.672 -1.037 3.732
C -0.042 -0.858 2.390
N -0.741 -0.549 1.329
N -2.020 -0.331 1.256
C -2.415 0.173 0.077
O -1.567 0.549 -0.791
C -3.850 0.239 -0.175
C -4.310 0.650 -1.430
C -5.660 0.607 -1.716
C -6.558 0.175 -0.749
C -6.108 -0.225 0.503
C -4.760 -0.185 0.799
C 1.381 -0.908 2.174
C 2.283 -1.141 3.223
C 3.635 -0.977 3.020
C 4.079 -0.621 1.745
C 3.152 -0.503 0.727
N 1.836 -0.631 0.915
H -1.744 -0.870 3.648
H -0.259 -0.323 4.446
H -0.492 -2.042 4.111
H -3.588 0.989 -2.157
H -6.016 0.896 -2.693
H -7.612 0.140 -0.981
H -6.813 -0.579 1.241
H -4.388 -0.484 1.767
H 1.904 -1.416 4.194
H 4.335 -1.101 3.832
H 5.123 -0.445 1.546
H 3.473 -0.280 -0.283
C 1.990 -3.803 -2.774
Si 0.282 -3.791 -1.940
C 0.459 -4.370 -0.131
C -1.049 -4.746 -2.934
C -0.360 -1.981 -1.960
H 2.274 -4.814 -3.044
H 2.753 -3.415 -2.107
H 2.006 -3.204 -3.678
H 0.645 -5.439 -0.087
H -0.429 -4.161 0.456
H 1.299 -3.873 0.350
H -0.748 -5.776 -3.100
H -1.209 -4.292 -3.908
H -2.003 -4.760 -2.414
H -1.433 -2.008 -1.761
H -0.209 -1.576 -2.964
*
```